Here is C20H21N6SW as an isolated structure from the OMol25 dataset. Energies are from ωB97M-V/def2-TZVPD.

Values from the calculation:
* charge: +3
* spin multiplicity: 3
* LUMO energy (alpha / beta): -11.6 / -11.4 eV

Cartesian coordinates (Å):
W -0.747 -0.258 -0.344
C 2.736 -2.919 -1.054
C 1.712 -1.852 -0.974
N 0.591 -1.902 -0.258
N 0.159 -3.112 0.276
C -1.136 -3.453 0.101
N -1.594 -4.646 0.411
S -2.213 -2.252 -0.529
C 1.836 -0.644 -1.766
C 2.988 -0.288 -2.477
C 2.970 0.833 -3.291
C 1.801 1.590 -3.367
C 0.702 1.208 -2.619
N 0.688 0.111 -1.839
H 2.481 -3.809 -0.486
H 3.699 -2.555 -0.688
H 2.902 -3.216 -2.093
H 0.852 -3.817 0.535
H -1.020 -5.413 0.742
H -2.581 -4.851 0.290
H 3.886 -0.880 -2.394
H 3.845 1.113 -3.860
H 1.745 2.464 -3.998
H -0.216 1.790 -2.648
C -1.007 -0.070 2.688
N -1.711 0.124 1.435
C -2.773 0.897 1.362
C -3.181 1.249 0.070
C -4.280 1.906 -0.493
C -4.101 1.865 -1.885
C -2.901 1.210 -2.126
N -2.299 0.853 -0.967
C 0.136 0.934 2.717
C 0.759 1.297 1.526
C 1.710 2.299 1.466
C 2.065 2.943 2.646
C 1.515 2.543 3.853
C 0.538 1.559 3.893
H -0.615 -1.100 2.729
H -1.658 0.084 3.556
H -3.306 1.239 2.245
H -5.106 2.344 0.032
H -4.767 2.263 -2.627
H -2.470 0.967 -3.085
H 0.520 0.708 0.551
H 2.158 2.592 0.528
H 2.778 3.752 2.612
H 1.825 3.024 4.770
H 0.086 1.275 4.832

Here is C20H26FeNO3 as an isolated structure from the OMol25 dataset. Energies are from ωB97M-V/def2-TZVPD.

Values from the calculation:
* charge: +1
* spin multiplicity: 5
* LUMO energy (alpha / beta): -2.6 / -6.0 eV

Cartesian coordinates (Å):
O 1.552 1.787 -5.237
C 0.625 1.560 -4.579
Fe -0.857 1.446 -3.643
C -0.602 3.105 -2.994
O -0.454 4.130 -2.472
C -1.774 2.181 -4.998
O -2.422 2.593 -5.865
C 0.060 0.257 -2.159
C 0.079 -0.856 -3.143
C -1.037 -0.554 -4.093
C -2.274 -0.141 -3.599
C -2.323 0.547 -2.381
C -1.141 0.730 -1.647
H 0.999 0.587 -1.703
H 1.035 -0.894 -3.678
H 0.037 -1.862 -2.697
H -0.958 -0.877 -5.136
H -3.169 -0.257 -4.212
H -3.248 1.003 -2.041
H -1.137 1.323 -0.729
C -1.018 2.503 3.172
C 0.393 2.191 3.650
C 1.065 1.148 2.770
N 0.243 -0.034 2.534
C 0.817 -1.167 2.005
C 0.142 -2.367 1.970
C 0.670 -3.605 1.353
C 2.190 -3.577 1.087
C 2.632 -2.195 0.587
C 2.268 -1.083 1.567
C -1.191 0.139 2.307
C -1.831 1.214 3.164
H -1.484 3.234 3.842
H -0.981 2.935 2.162
H 1.024 3.082 3.632
H 0.353 1.831 4.682
H 1.314 1.629 1.801
H 2.009 0.845 3.247
H -0.837 -2.473 2.441
H 0.432 -4.466 1.993
H 0.170 -3.786 0.385
H 2.733 -3.821 2.014
H 2.436 -4.328 0.327
H 3.718 -2.191 0.431
H 2.151 -1.995 -0.385
H 2.516 -0.122 1.091
H 2.909 -1.170 2.463
H -1.377 0.396 1.243
H -1.694 -0.812 2.507
H -1.930 0.851 4.191
H -2.834 1.385 2.771

Here is the molecule C3H6N2O from the OMol25 dataset. Energies are from ωB97M-V/def2-TZVPD.

Values from the calculation:
* LUMO energy: 0.8 eV

Cartesian coordinates (Å):
H 0.680 -1.899 -2.097
N 0.772 -1.254 -1.328
C -0.233 -0.503 -1.067
N -0.167 0.055 0.176
C -0.812 1.258 0.675
C 1.003 -0.549 0.800
O 2.005 0.048 1.078
H -1.108 -0.287 -1.692
H -1.400 1.057 1.580
H -1.504 1.674 -0.065
H -0.058 2.011 0.913
H 0.822 -1.609 1.027

Here is the molecule C9H10IP from the OMol25 dataset. Energies are from ωB97M-V/def2-TZVPD.

Values from the calculation:
* LUMO energy: -0.2 eV

Cartesian coordinates (Å):
C -0.296 3.720 0.415
C 0.443 2.477 0.007
C 0.274 1.766 -1.115
P 1.540 -0.012 -1.648
I 3.219 0.181 0.172
C 0.510 -1.188 -0.737
C 0.554 -2.561 -1.048
C -0.225 -3.436 -0.259
C -1.018 -2.930 0.827
C -1.006 -1.596 1.075
C -0.174 -0.754 0.399
H -1.099 3.960 -0.279
H -0.777 3.644 1.441
H 0.310 4.635 0.619
H 1.096 2.124 0.757
H -0.518 1.791 -1.908
H 0.972 -2.984 -1.954
H -0.227 -4.394 -0.616
H -1.534 -3.398 1.619
H -1.720 -1.321 1.799
H -0.324 0.277 0.432

Here is the molecule C4H3NO2 from the OMol25 dataset. Energies are from ωB97M-V/def2-TZVPD.

Values from the calculation:
* LUMO energy: 0.0 eV

Cartesian coordinates (Å):
C 1.391 -0.958 0.351
C 0.424 -0.147 -0.197
C 0.702 1.275 -0.328
N 0.936 2.367 -0.131
O -0.756 -0.705 -0.430
C -1.798 0.054 -0.076
O -1.755 1.158 0.440
H 2.435 -0.663 0.587
H 1.163 -2.030 0.227
H -2.742 -0.352 -0.442

Here is a 11-piece molecular cluster, C40H60Cl5F32NO13 overall from the OMol25 dataset. Energies are from ωB97M-V/def2-TZVPD.

Values from the calculation:
* LUMO energy: -0.1 eV

Cartesian coordinates (Å):
C 0.809 -2.475 -2.021
O 0.931 -2.051 -0.691
C -0.329 -1.989 -0.068
C -0.158 -1.669 1.400
N 0.620 -0.382 1.525
H 1.622 -0.518 1.328
H 0.381 0.230 0.724
C 0.376 0.390 2.783
C 1.272 1.586 2.856
O 1.201 2.286 1.638
C 2.124 3.311 1.444
H 0.222 -3.384 -2.160
H 1.741 -2.642 -2.564
H 0.318 -1.684 -2.607
H -0.912 -2.907 -0.189
H -0.953 -1.261 -0.597
H 0.387 -2.414 1.977
H -1.110 -1.477 1.886
H 0.521 -0.293 3.621
H -0.676 0.666 2.701
H 2.289 1.206 3.019
H 0.980 2.161 3.740
H 1.872 3.866 0.542
H 3.161 2.968 1.360
H 2.102 4.073 2.236
Cl -0.448 -2.830 5.434
O -0.523 -3.893 6.382
O -0.884 -1.627 6.080
O 0.936 -2.667 4.978
O -1.331 -3.088 4.342
C -1.056 4.261 2.438
C -2.018 3.820 3.533
C -2.277 4.935 4.568
F -3.110 4.504 5.550
F -1.101 5.413 5.070
F -3.210 3.609 2.876
F -1.677 2.629 4.059
O -1.536 5.488 1.899
C -1.066 5.788 0.640
C -1.728 7.102 0.182
F -1.374 7.348 -1.096
F -3.050 7.118 0.344
F 0.272 5.901 0.643
F -1.419 4.783 -0.213
H -0.974 3.463 1.700
H -0.060 4.419 2.856
H -2.765 5.804 4.113
H -1.293 7.904 0.787
C 2.213 -0.768 -5.592
C 1.845 0.717 -5.659
C 2.953 1.536 -6.296
F 3.219 1.192 -7.584
F 2.699 2.866 -6.205
F 0.687 0.788 -6.386
F 1.576 1.160 -4.408
O 3.379 -0.896 -4.788
C 4.090 -2.051 -5.030
C 5.216 -2.136 -3.995
F 4.644 -2.143 -2.764
F 5.939 -3.266 -4.164
F 3.251 -3.092 -4.871
F 4.581 -2.098 -6.266
H 2.400 -1.142 -6.601
H 1.338 -1.301 -5.215
H 3.899 1.353 -5.774
H 5.919 -1.296 -4.026
C -5.226 -4.099 0.298
C -3.758 -4.455 0.383
C -3.492 -5.699 1.240
F -4.033 -5.625 2.464
F -3.997 -6.773 0.561
F -3.215 -4.679 -0.843
F -3.061 -3.422 0.913
O -5.358 -2.798 -0.253
C -6.078 -2.676 -1.417
C -5.847 -1.220 -1.851
F -4.539 -0.898 -1.892
F -6.406 -1.014 -3.067
F -5.637 -3.544 -2.353
F -7.372 -2.913 -1.184
H -5.640 -4.100 1.308
H -5.826 -4.840 -0.231
H -2.413 -5.868 1.320
H -6.331 -0.561 -1.126
C -2.852 -0.872 -6.185
C -3.311 0.549 -5.951
C -4.619 0.662 -5.185
F -5.006 1.949 -4.995
F -5.630 0.040 -5.887
F -2.355 1.096 -5.107
F -3.294 1.245 -7.103
O -3.018 -1.651 -5.007
C -2.329 -2.859 -5.049
C -2.562 -3.523 -3.695
F -2.036 -4.752 -3.615
F -2.049 -2.792 -2.680
F -2.825 -3.615 -6.031
F -1.032 -2.607 -5.307
H -1.865 -0.858 -6.650
H -3.457 -1.334 -6.975
H -4.527 0.151 -4.223
H -3.637 -3.555 -3.513
C 5.558 -2.174 2.316
C 4.799 -2.909 1.237
C 3.366 -2.459 1.451
O 3.493 -1.086 1.868
C 4.837 -0.815 2.242
H 6.609 -2.162 2.030
H 5.415 -2.582 3.317
H 4.936 -3.989 1.289
H 5.163 -2.522 0.280
H 2.956 -3.110 2.231
H 2.771 -2.608 0.553
H 4.847 -0.255 3.179
H 5.327 -0.171 1.501
C 4.782 2.051 7.298
C 4.259 0.625 7.395
C 3.161 0.611 6.337
O 3.322 1.788 5.542
C 4.578 2.410 5.837
H 5.771 2.177 7.738
H 4.108 2.703 7.861
H 3.879 0.363 8.379
H 5.018 -0.081 7.054
H 2.138 0.540 6.716
H 3.237 -0.278 5.698
H 4.555 3.490 5.710
H 5.344 1.958 5.197
C -1.032 2.236 -2.424
C -2.176 1.243 -2.171
C -2.166 1.088 -0.660
O -0.794 1.185 -0.256
C -0.084 1.911 -1.273
H -1.298 3.287 -2.338
H -0.579 1.992 -3.381
H -1.931 0.262 -2.594
H -3.131 1.498 -2.627
H -2.672 0.193 -0.300
H -2.652 1.964 -0.211
H 0.795 1.387 -1.660
H 0.317 2.844 -0.873
C -3.670 0.100 4.870
Cl -5.123 -0.738 5.451
Cl -3.431 -0.230 3.132
H -3.855 1.163 4.970
H -2.815 -0.199 5.470
C 4.032 1.554 -2.104
Cl 3.592 3.254 -1.960
Cl 3.341 0.539 -0.802
H 3.685 1.212 -3.071
H 5.103 1.447 -1.977

Here is an isolated ion of composition C4H8NO3S and charge -1 from the OMol25 dataset. Energies are from ωB97M-V/def2-TZVPD.

Values from the calculation:
* charge: -1
* LUMO energy: 3.1 eV

Cartesian coordinates (Å):
C 2.005 0.645 0.057
C 0.805 -0.292 -0.327
O 1.101 -1.707 -0.063
C -0.465 0.133 0.369
N -1.592 -0.571 -0.336
S -2.501 -1.797 0.433
C -0.752 1.741 0.375
O -1.749 2.033 -0.320
O -0.098 2.529 1.017
H 2.409 1.015 -0.878
H 1.635 1.427 0.683
H 2.647 -0.082 0.526
H 0.759 -0.162 -1.435
H 0.216 -2.176 -0.173
H -0.360 -0.190 1.382
H -2.115 0.039 -0.852
H -1.945 -2.584 -0.460

Here is a 9-piece molecular cluster, C32H89N11O10 overall from the OMol25 dataset. Energies are from ωB97M-V/def2-TZVPD.

Values from the calculation:
* LUMO energy: 0.4 eV

Cartesian coordinates (Å):
C 8.768 15.240 -15.554
O 10.031 15.830 -15.144
C 10.608 16.705 -16.055
C 12.068 17.188 -15.745
C 12.146 17.665 -14.247
N 12.482 18.371 -16.515
H 8.035 15.963 -15.911
H 8.266 14.744 -14.724
H 8.893 14.502 -16.346
H 10.546 16.093 -16.955
H 10.024 17.625 -16.056
H 12.788 16.370 -15.761
H 11.293 18.327 -14.097
H 13.051 18.186 -13.935
H 11.982 16.803 -13.600
H 11.923 19.163 -16.233
H 13.332 18.650 -16.048
C 19.468 20.171 -13.647
O 18.284 19.410 -13.792
C 17.520 19.728 -14.818
C 16.562 18.582 -15.119
C 17.132 17.269 -15.574
N 15.587 18.998 -16.175
H 19.866 19.964 -12.653
H 19.331 21.252 -13.609
H 20.302 19.817 -14.253
H 17.072 20.694 -14.586
H 18.178 19.929 -15.663
H 16.077 18.232 -14.208
H 16.343 16.593 -15.903
H 17.675 16.788 -14.761
H 17.821 17.418 -16.405
H 16.042 18.757 -17.044
H 15.526 20.006 -16.190
C 6.334 15.125 -11.955
O 7.449 16.026 -12.073
C 7.396 17.226 -11.306
C 8.235 18.268 -12.189
C 7.547 18.631 -13.516
N 9.599 17.777 -12.418
H 5.419 15.717 -11.972
H 6.252 14.476 -11.083
H 6.225 14.657 -12.933
H 6.468 17.765 -11.113
H 7.934 17.059 -10.373
H 8.183 19.147 -11.547
H 7.250 17.702 -14.001
H 8.236 19.209 -14.133
H 6.637 19.192 -13.303
H 9.523 17.312 -13.311
H 9.941 17.141 -11.712
C 6.429 13.592 -18.516
O 6.980 14.405 -19.507
C 6.377 15.772 -19.640
C 7.185 16.611 -20.651
C 6.689 18.040 -20.875
N 7.542 15.894 -21.887
H 5.342 13.555 -18.593
H 6.812 13.965 -17.566
H 6.818 12.574 -18.472
H 5.359 15.711 -20.023
H 6.371 16.206 -18.640
H 8.109 16.767 -20.094
H 5.614 18.070 -21.055
H 7.283 18.450 -21.692
H 6.837 18.430 -19.868
H 7.625 14.933 -21.586
H 6.740 15.844 -22.499
C 12.791 15.725 -7.009
O 13.568 15.129 -7.996
C 13.510 15.670 -9.361
C 14.835 15.684 -10.168
C 14.622 15.654 -11.634
N 15.482 14.423 -9.884
H 13.215 16.707 -6.800
H 12.719 15.085 -6.129
H 11.779 15.883 -7.381
H 12.752 15.128 -9.926
H 13.274 16.725 -9.225
H 15.542 16.452 -9.855
H 13.870 14.929 -11.945
H 15.515 15.396 -12.202
H 14.228 16.568 -12.078
H 15.212 14.104 -8.965
H 15.111 13.657 -10.429
C 9.352 18.014 -7.248
O 9.660 18.943 -8.332
C 11.003 18.764 -8.851
C 11.266 19.570 -10.171
C 12.527 19.161 -10.855
N 11.229 21.076 -9.989
H 9.033 17.057 -7.660
H 8.435 18.316 -6.741
H 10.101 17.746 -6.502
H 11.664 19.055 -8.035
H 11.210 17.721 -9.090
H 10.399 19.400 -10.810
H 13.385 19.022 -10.197
H 12.835 20.023 -11.446
H 12.479 18.322 -11.549
H 11.901 21.142 -9.238
H 10.318 21.262 -9.593
C 9.482 10.658 -19.635
O 10.474 11.207 -20.549
C 10.251 12.495 -21.202
C 10.578 13.709 -20.261
N 11.999 13.881 -20.116
C 12.331 14.658 -18.934
C 12.022 16.203 -19.286
O 12.791 16.631 -20.483
C 12.011 16.898 -21.633
H 8.501 11.119 -19.752
H 9.789 10.606 -18.590
H 9.347 9.603 -19.871
H 9.231 12.576 -21.579
H 10.703 12.560 -22.192
H 9.959 13.586 -19.373
H 10.091 14.533 -20.783
H 12.484 12.997 -20.175
H 13.393 14.698 -18.693
H 11.761 14.419 -18.036
H 12.390 16.747 -18.416
H 10.974 16.505 -19.282
H 11.083 17.465 -21.560
H 11.838 16.057 -22.305
H 12.733 17.522 -22.160
N 14.086 20.002 -19.172
C 13.002 20.327 -19.750
N 12.027 19.891 -18.986
O 12.836 20.916 -20.850
H 14.982 20.288 -19.542
H 13.836 19.467 -18.353
H 12.203 19.360 -18.145
H 11.089 20.001 -19.344
N 10.644 22.510 -14.683
C 10.653 21.211 -14.370
N 10.166 20.992 -13.189
O 10.823 20.332 -15.183
H 10.436 23.143 -13.924
H 10.422 22.622 -15.662
H 10.136 21.756 -12.529
H 10.043 20.024 -12.930

Here is C5H9HgO3 as an isolated structure from the OMol25 dataset. Energies are from ωB97M-V/def2-TZVPD.

Values from the calculation:
* spin multiplicity: 2
* LUMO energy (alpha / beta): 0.3 / -2.8 eV

Cartesian coordinates (Å):
C 1.662 1.494 8.683
C 0.391 1.668 9.103
H 1.922 1.615 7.627
H 2.473 1.357 9.404
H -0.405 1.858 8.377
H 0.161 1.657 10.173
H -2.859 -0.543 9.875
O -3.727 -2.425 9.458
C -2.574 -1.676 9.878
C -4.520 -2.740 10.585
O -1.523 -1.928 9.164
O -2.418 -2.047 11.247
C -3.720 -2.172 11.771
Hg 0.661 -1.224 8.569
H -4.636 -3.833 10.650
H -5.519 -2.284 10.506
H -3.698 -2.838 12.640
H -4.111 -1.188 12.083

Here is a 2-piece molecular cluster, HIS2 overall from the OMol25 dataset. Energies are from ωB97M-V/def2-TZVPD.

Values from the calculation:
* LUMO energy (alpha / beta): -4.0 / -4.0 eV

Cartesian coordinates (Å):
S 0.182 1.884 0.427
S 0.033 -1.747 0.262
I -1.820 -1.730 -1.113
H 1.606 1.593 0.424

Which calculated total energy belongs to each record? In order, -42654.8114, -63169.8273, -8234.8606, -26882.3541, -9779.5477, -220124.2057, -22746.0630, -71485.9306, -15644.3562, -29783.6374 eV.